C5H12N2O in the gas phase in a non-equilibrium geometry. Source: the Open Molecules 2025 dataset; level of theory: the ωB97M-V functional and the def2-TZVPD basis.

```
20
Properties=species:S:1:pos:R:3:forces:R:3
C 0.863 -1.714 1.348 0.527 -0.117 -0.128
N -0.134 -1.172 0.545 -0.098 0.065 1.221
C -1.449 -1.382 1.164 0.031 -0.847 -0.454
C 0.075 0.221 0.155 0.671 -0.317 -0.613
C -0.354 0.387 -1.303 -0.363 0.368 -0.867
N -0.763 1.716 -1.756 -0.041 -0.169 0.628
C 0.278 2.734 -1.646 -0.531 0.292 -0.232
O 1.871 -1.151 1.691 0.316 0.272 -0.135
H 0.747 -2.769 1.644 -0.667 0.024 -0.120
H -1.529 -0.848 2.105 -0.154 0.352 0.133
H -2.230 -1.091 0.473 -0.152 0.213 -0.048
H -1.604 -2.441 1.384 0.115 0.024 -0.084
H -0.400 0.918 0.840 -0.431 0.104 0.091
H 1.139 0.409 0.240 0.142 0.078 0.084
H 0.450 0.084 -1.977 0.166 -0.197 0.208
H -1.182 -0.282 -1.545 -0.067 -0.109 0.218
H -1.568 1.993 -1.209 -0.020 0.113 -0.043
H -0.206 3.702 -1.535 -0.006 0.107 -0.015
H 0.938 2.616 -0.788 0.252 -0.108 0.013
H 0.833 2.787 -2.583 0.311 -0.147 0.142
```
Forces are in eV/Å.

Molar mass, g/mol: 116.16
2S+1: 1
Total charge: 0
E_tot, hartree: -382.43615
Structure (SMILES): CNCCN(C)C=O
ΔE to the lowest compared entry with this formula, charge and spin, kJ/mol: 174.3
Lowest unoccupied orbital energy, eV: 0.872

Mulliken atomic charge list, values in e, 8 entries: 0.035 0.056 -1.084 -0.591 -0.748 -0.365 -0.838 -0.520